[1]
Computed, not measured: a 2-piece molecular cluster, C3H10N2O overall in a non-equilibrium geometry, with ωB97M-V/def2-TZVPD.

Calculated values
largest force on an atom = 4.22 eV/Å
HOMO level = -8.87 eV
orbital gap = 9.79 eV
energy above the lowest of the compared OMol25 structures with the same formula, charge and spin = 2.225 eV

Structure (ORCA input):
```
! wB97M-V def2-TZVPD RIJCOSX def2/J DEFGRID3
* xyz 0 1
C 0.13 -1.15 1.76
C 0.03 -0.92 3.14
O -1.01 -0.58 3.65
H -0.75 -1.18 1.18
H 0.65 -2.08 1.62
H 0.76 -0.43 1.28
H 0.98 -0.93 3.69
N -0.99 0.51 -2.65
C -0.48 0.80 -1.25
N 1.01 1.02 -1.24
H -0.91 1.21 -3.36
H -0.64 -0.39 -2.88
H -0.87 1.82 -0.84
H -0.77 -0.09 -0.65
H 1.65 0.43 -1.67
H 1.20 1.94 -1.78
*
```

=====

[2]
Computed, not measured: a 2-piece molecular cluster, C3H10N2O overall in a non-equilibrium geometry, with ωB97M-V/def2-TZVPD.

Calculated values
largest force on an atom = 1.64 eV/Å
HOMO level = -9.25 eV
orbital gap = 9.91 eV
energy above the lowest of the compared OMol25 structures with the same formula, charge and spin = 0.596 eV

Structure (ORCA input):
```
! wB97M-V def2-TZVPD RIJCOSX def2/J DEFGRID3
* xyz 0 1
C 1.04 -1.90 -1.10
C 1.78 -1.71 0.19
N 1.96 -0.46 0.67
O 2.22 -2.69 0.77
H 1.08 -0.98 -1.72
H -0.02 -2.20 -1.00
H 1.58 -2.69 -1.63
H 1.43 0.31 0.33
H 2.54 -0.44 1.49
C -2.26 2.30 0.10
N -1.67 1.03 0.52
H -1.60 3.17 0.33
H -3.25 2.40 0.55
H -2.46 2.30 -0.99
H -0.85 0.71 -0.02
H -1.51 0.84 1.51
*
```

=====

[3]
Computed, not measured: a 2-piece molecular cluster, C3H10N2O overall in a non-equilibrium geometry, with ωB97M-V/def2-TZVPD.

Calculated values
largest force on an atom = 1.71 eV/Å
HOMO level = -9.28 eV
orbital gap = 10.11 eV
energy above the lowest of the compared OMol25 structures with the same formula, charge and spin = 1.109 eV

Structure (ORCA input):
```
! wB97M-V def2-TZVPD RIJCOSX def2/J DEFGRID3
* xyz 0 1
C 0.04 1.89 -0.02
C -0.79 1.02 0.92
N -1.16 -0.26 0.34
C -0.38 -1.24 0.56
N 0.86 -1.11 1.13
H -0.64 2.25 -0.80
H 0.83 1.39 -0.57
H 0.45 2.80 0.41
H -1.72 1.48 1.25
H -0.25 0.89 1.87
H -0.67 -2.24 0.27
H 1.41 -0.29 0.94
H 1.50 -1.89 1.16
O 0.83 -0.55 -2.40
H 0.31 -0.51 -1.60
H 1.08 0.34 -2.61
*
```

=====

[4]
Computed, not measured: a 2-piece molecular cluster, C3H10N2O overall in a non-equilibrium geometry, with ωB97M-V/def2-TZVPD.

Calculated values
largest force on an atom = 1.03 eV/Å
HOMO level = -9.42 eV
orbital gap = 10.27 eV
energy above the lowest of the compared OMol25 structures with the same formula, charge and spin = 1.140 eV

Structure (ORCA input):
```
! wB97M-V def2-TZVPD RIJCOSX def2/J DEFGRID3
* xyz 0 1
H -1.43 -1.15 -1.93
N -1.49 -0.63 -1.07
C -0.39 -0.67 -0.43
N -0.03 0.17 0.60
C 1.35 0.09 1.08
C 2.37 0.40 0.01
H 0.39 -1.40 -0.64
H -0.67 0.30 1.37
H 1.41 0.81 1.90
H 1.52 -0.88 1.56
H 2.15 1.35 -0.48
H 3.37 0.50 0.42
H 2.42 -0.35 -0.77
O -3.99 0.73 -0.39
H -3.38 0.84 -1.13
H -3.62 -0.12 -0.11
*
```

=====

[5]
Computed, not measured: a 2-piece molecular cluster, C3H10N2O2 overall in a non-equilibrium geometry, with ωB97M-V/def2-TZVPD.

Calculated values
largest force on an atom = 3.33 eV/Å
HOMO level = -9.13 eV
orbital gap = 9.74 eV
energy above the lowest of the compared OMol25 structures with the same formula, charge and spin = 1.555 eV

Structure (ORCA input):
```
! wB97M-V def2-TZVPD RIJCOSX def2/J DEFGRID3
* xyz 0 1
C 0.61 1.11 0.99
C -0.64 0.24 0.98
O -1.18 -0.15 1.99
N -1.24 0.31 -0.28
C -2.48 -0.57 -0.34
N -2.20 -1.89 0.06
H 1.40 0.73 1.68
H 0.37 2.10 1.36
H 1.00 1.02 -0.02
H -1.36 1.23 -0.67
H -2.81 -0.51 -1.38
H -3.31 -0.08 0.19
H -1.91 -2.15 0.97
H -2.38 -2.65 -0.56
O 5.54 0.22 -1.94
H 5.93 0.96 -1.46
H 4.66 0.08 -1.57
*
```

=====

[6]
Computed, not measured: C3H10N2O2 as an isolated structure in a non-equilibrium geometry, with ωB97M-V/def2-TZVPD.

Calculated values
largest force on an atom = 3.40 eV/Å
HOMO level = -7.96 eV
orbital gap = 8.72 eV
energy above the lowest of the compared OMol25 structures with the same formula, charge and spin = 5.846 eV

Structure (ORCA input):
```
! wB97M-V def2-TZVPD RIJCOSX def2/J DEFGRID3
* xyz 0 1
C -1.32 -0.72 -1.12
C 0.00 -0.04 -0.93
N 0.67 -1.90 0.39
O 1.06 -0.83 -0.50
O 0.38 0.92 -1.72
H 0.88 -2.75 -0.13
H 1.36 -1.83 1.14
H -1.23 -1.38 -1.99
H -1.62 -1.31 -0.25
H -2.07 0.03 -1.35
C -0.28 1.17 0.88
N 0.98 1.61 1.42
H 1.71 0.95 1.19
H 1.26 2.50 1.03
H -1.05 1.94 1.00
H -0.63 0.28 1.39
H -0.09 1.36 -0.45
*
```

=====

[7]
Computed, not measured: a 2-piece molecular cluster, C3H10N2O2 overall in a non-equilibrium geometry, with ωB97M-V/def2-TZVPD.

Calculated values
largest force on an atom = 3.01 eV/Å
HOMO level = -9.17 eV
orbital gap = 9.93 eV
energy above the lowest of the compared OMol25 structures with the same formula, charge and spin = 2.155 eV

Structure (ORCA input):
```
! wB97M-V def2-TZVPD RIJCOSX def2/J DEFGRID3
* xyz 0 1
N -0.73 -1.49 0.40
C -0.84 -0.95 1.77
C 0.54 -0.65 2.34
O 1.54 -1.35 2.11
H -1.61 -1.85 0.11
H -0.08 -2.29 0.42
H -1.32 -1.60 2.51
H -1.45 -0.02 1.74
H 0.61 0.19 3.04
N -0.06 1.51 -2.74
C 0.77 1.52 -1.51
O 0.02 1.06 -0.38
H 0.48 1.82 -3.53
H -0.35 0.61 -2.97
H 1.69 0.93 -1.63
H 0.99 2.51 -1.27
H -0.19 0.06 -0.42
*
```

=====

[8]
Computed, not measured: a 2-piece molecular cluster, C3H10N2O2 overall in a non-equilibrium geometry, with ωB97M-V/def2-TZVPD.

Calculated values
largest force on an atom = 1.04 eV/Å
HOMO level = -10.00 eV
orbital gap = 10.61 eV
energy above the lowest of the compared OMol25 structures with the same formula, charge and spin = 0.392 eV

Structure (ORCA input):
```
! wB97M-V def2-TZVPD RIJCOSX def2/J DEFGRID3
* xyz 0 1
C -0.82 -2.63 -0.37
C -0.58 -1.73 0.85
N 0.11 -0.49 0.52
C -0.45 0.72 0.22
N -1.82 0.77 0.08
O 0.25 1.72 0.06
H -0.66 -2.11 -1.31
H -1.79 -3.10 -0.47
H -0.09 -3.45 -0.42
H -1.51 -1.52 1.36
H 0.04 -2.26 1.55
H 1.11 -0.49 0.58
H -2.15 1.23 -0.75
H -2.28 -0.12 0.22
O 2.87 1.72 -1.06
H 2.82 2.54 -0.56
H 2.00 1.33 -0.84
*
```